1.
The following is a DFT calculation (ωB97M-V/def2-TZVPD) of a structure of composition C48H114BF4N7O18Ti at a distorted geometry.

Element x y z (Å)
Ti: -0.32 -4.20 -1.31
C: 1.07 -0.03 -1.92
C: 0.80 -1.42 -1.54
C: 0.42 -1.65 0.01
O: 0.13 -2.76 0.47
C: 0.42 -0.54 0.83
C: 0.65 0.71 0.42
C: 0.93 0.99 -1.04
O: 1.00 2.17 -1.57
O: 0.63 1.57 1.34
O: 0.88 -2.34 -2.31
H: 1.17 0.17 -2.98
H: 0.28 -0.74 1.88
C: 4.75 -2.06 -3.62
O: 5.51 -1.22 -2.68
C: 4.66 -0.17 -2.14
C: 4.34 1.00 -3.08
N: 5.51 1.29 -4.07
H: 6.20 1.90 -3.64
H: 6.01 0.42 -4.19
C: 4.99 1.87 -5.37
C: 4.56 3.34 -5.24
O: 5.61 4.09 -4.68
C: 5.20 5.47 -4.57
H: 4.28 -1.34 -4.29
H: 3.95 -2.63 -3.13
H: 5.41 -2.74 -4.17
H: 5.15 0.22 -1.24
H: 3.73 -0.63 -1.81
H: 4.01 1.90 -2.57
H: 3.47 0.66 -3.64
H: 4.16 1.23 -5.67
H: 5.73 1.85 -6.16
H: 3.71 3.38 -4.56
H: 4.22 3.83 -6.16
H: 4.40 5.84 -5.21
H: 6.12 6.02 -4.76
H: 4.86 5.60 -3.54
C: -3.60 4.98 -1.93
O: -2.24 5.41 -2.22
C: -1.25 4.51 -1.70
C: 0.02 5.34 -1.43
N: 0.61 5.99 -2.64
H: -0.19 6.42 -3.08
H: 1.18 6.76 -2.32
C: 1.36 5.19 -3.72
C: 0.44 4.40 -4.58
O: -0.76 5.14 -4.97
C: -1.73 4.49 -5.59
H: -3.70 3.90 -1.88
H: -4.09 5.35 -2.83
H: -4.05 5.36 -1.01
H: -1.16 3.60 -2.28
H: -1.55 4.08 -0.74
H: 0.87 4.91 -0.90
H: -0.27 6.18 -0.79
H: 2.16 4.63 -3.24
H: 1.83 5.91 -4.39
H: 0.17 3.44 -4.16
H: 0.97 4.18 -5.51
H: -1.54 3.48 -5.94
H: -1.95 5.04 -6.51
H: -2.63 4.36 -4.99
C: -8.13 -6.58 3.54
O: -6.83 -6.51 3.90
C: -6.63 -6.85 5.25
C: -5.14 -6.58 5.66
N: -4.28 -5.79 4.61
H: -3.29 -5.95 4.71
H: -4.52 -6.22 3.73
C: -4.47 -4.26 4.49
C: -3.47 -3.76 3.42
O: -3.63 -4.44 2.16
C: -2.56 -4.23 1.35
H: -8.28 -6.17 2.54
H: -8.63 -5.74 4.03
H: -8.63 -7.54 3.64
H: -6.98 -7.88 5.37
H: -7.30 -6.27 5.88
H: -4.78 -7.60 5.79
H: -5.17 -6.25 6.69
H: -4.36 -3.93 5.52
H: -5.52 -4.16 4.22
H: -2.43 -3.77 3.73
H: -3.73 -2.74 3.15
H: -2.21 -3.21 1.20
H: -2.68 -4.72 0.38
H: -1.82 -4.83 1.87
C: -4.31 -0.87 0.06
O: -4.24 0.44 0.61
C: -3.16 1.28 0.28
C: -3.12 2.50 1.22
N: -3.19 2.04 2.67
H: -3.64 2.77 3.21
H: -3.87 1.31 2.81
C: -1.83 1.59 3.29
C: -2.05 0.93 4.64
O: -2.95 -0.22 4.47
C: -3.65 -0.61 5.70
H: -3.39 -1.45 0.14
H: -4.57 -0.82 -0.99
H: -5.08 -1.46 0.57
H: -3.27 1.69 -0.72
H: -2.17 0.82 0.21
H: -3.97 3.10 0.91
H: -2.15 2.96 1.02
H: -1.12 2.40 3.43
H: -1.46 0.80 2.63
H: -2.53 1.64 5.30
H: -1.08 0.72 5.08
H: -3.03 -0.52 6.59
H: -3.96 -1.64 5.51
H: -4.57 -0.10 5.99
C: 4.77 -1.49 3.38
O: 4.22 -1.76 2.10
C: 3.90 -3.15 1.77
C: 2.88 -3.83 2.72
N: 1.84 -2.74 2.97
H: 2.24 -1.88 3.30
H: 1.40 -2.28 2.19
C: 0.74 -3.22 3.84
C: -0.14 -2.07 4.33
O: 0.57 -1.13 5.06
C: 0.94 -1.54 6.37
H: 5.11 -0.46 3.45
H: 5.63 -2.13 3.53
H: 3.97 -1.55 4.12
H: 4.83 -3.69 1.89
H: 3.65 -3.24 0.71
H: 3.09 -3.90 3.78
H: 2.42 -4.73 2.33
H: 1.20 -3.75 4.68
H: 0.06 -3.94 3.37
H: -1.00 -2.48 4.86
H: -0.44 -1.63 3.38
H: 0.13 -2.08 6.86
H: 1.38 -0.76 7.00
H: 1.79 -2.22 6.28
C: -4.31 -0.16 -6.32
O: -3.10 -0.51 -5.84
C: -2.32 0.60 -5.34
C: -1.47 0.25 -4.07
N: -0.77 -1.07 -4.27
H: -0.18 -1.38 -3.52
H: -1.40 -1.84 -4.20
C: 0.14 -1.23 -5.51
C: 0.85 -2.61 -5.62
O: 0.01 -3.65 -5.15
C: 0.57 -4.94 -5.03
H: -5.01 0.25 -5.60
H: -4.66 -1.13 -6.66
H: -4.31 0.33 -7.30
H: -2.91 1.51 -5.21
H: -1.59 0.89 -6.11
H: -1.90 0.23 -3.07
H: -0.71 1.03 -4.08
H: 0.79 -0.36 -5.46
H: -0.46 -0.98 -6.39
H: 1.88 -2.65 -5.26
H: 0.97 -2.77 -6.69
H: -0.05 -5.62 -4.44
H: 1.52 -4.95 -4.50
H: 0.89 -5.38 -5.97
C: 6.42 1.50 1.57
O: 5.41 2.48 1.78
C: 4.65 2.92 0.62
C: 3.43 3.77 1.10
N: 2.94 3.42 2.60
H: 2.18 2.76 2.52
H: 3.72 2.94 3.04
C: 2.73 4.59 3.62
C: 1.68 4.17 4.58
O: 2.08 3.08 5.39
C: 1.10 2.46 6.18
H: 6.92 1.17 2.48
H: 7.26 1.67 0.91
H: 5.88 0.60 1.27
H: 4.33 2.02 0.09
H: 5.30 3.59 0.06
H: 2.66 3.82 0.33
H: 3.74 4.81 1.18
H: 2.41 5.44 3.01
H: 3.74 4.69 4.00
H: 0.73 4.17 4.05
H: 1.49 4.97 5.29
H: 0.28 2.16 5.52
H: 0.84 3.26 6.88
H: 1.65 1.66 6.68
B: -2.98 -3.57 -2.33
F: -3.24 -3.13 -3.60
F: -2.79 -4.94 -2.28
F: -1.86 -2.85 -1.93
F: -4.02 -3.27 -1.53

Calculated values
- E_HOMO (spin up / spin down): -11.129 / -13.990 eV
- Charge: +4
- Multiplicity: 5
- Frontier orbital gap (spin up / spin down): 3.748 / 6.601 eV

---

2.
The following is a DFT calculation (ωB97M-V/def2-TZVPD) of a cluster of 11 separate species, C5H32O11 in total at a distorted geometry.

Element x y z (Å)
C: -2.79 -1.18 -1.27
C: -1.43 -1.57 -0.69
C: -1.13 -3.04 -0.34
C: -1.26 -0.83 0.71
C: 0.16 -0.84 1.23
O: -0.22 -0.52 2.66
H: -3.30 -0.25 -0.94
H: -2.56 -0.98 -2.32
H: -3.61 -1.96 -1.27
H: -0.60 -1.09 -1.26
H: -1.61 -3.30 0.61
H: -0.08 -3.17 -0.07
H: -1.43 -3.85 -1.04
H: -1.58 0.18 0.53
H: -2.01 -1.27 1.41
H: 0.66 -1.79 1.31
H: 0.64 0.08 0.93
H: 0.65 -0.45 3.10
O: -1.56 2.18 -2.21
H: -0.99 2.56 -2.89
H: -2.06 1.60 -2.81
O: 2.32 -1.42 -1.84
H: 2.40 -1.72 -0.92
H: 1.73 -2.08 -2.23
O: 0.13 3.56 -0.24
H: 0.74 3.31 -0.94
H: -0.46 2.79 -0.11
O: 3.87 0.20 0.98
H: 3.42 0.73 1.65
H: 3.82 0.54 0.08
O: -0.18 -0.34 -3.60
H: 0.29 -1.08 -3.23
H: -0.34 0.30 -2.92
O: 2.74 1.33 -1.50
H: 2.44 0.51 -1.09
H: 3.44 0.98 -2.07
O: -2.09 2.31 0.48
H: -2.40 2.01 1.34
H: -2.39 3.19 0.23
O: 2.14 2.67 2.16
H: 1.73 2.48 1.28
H: 1.53 3.26 2.61
O: -2.79 1.16 3.04
H: -1.78 1.07 2.90
H: -2.84 0.20 2.76
O: 2.62 -2.25 2.16
H: 2.94 -1.36 2.04
H: 3.09 -2.89 1.63

Calculated values
- E_HOMO: -10.693 eV
- SMILES string: CC(C)CCO.O.O.O.O.O.O.O.O.O.O
- Charge: 0
- Multiplicity: 1
- Frontier orbital gap: 10.601 eV

---

3.
The following is a DFT calculation (ωB97M-V/def2-TZVPD) of the ion C5H9N2 with charge +1 at a distorted geometry.

Element x y z (Å)
C: 0.73 1.27 -0.73
C: -0.61 0.55 -0.49
C: -0.91 0.70 0.96
N: -0.26 -0.57 1.46
C: -0.21 -1.37 0.40
C: 0.54 -2.08 -0.68
N: -0.60 -0.98 -0.77
H: 1.46 0.99 0.01
H: 0.68 2.40 -0.57
H: 1.15 1.15 -1.78
H: -1.40 0.80 -1.14
H: -0.43 1.63 1.41
H: -1.94 0.76 1.23
H: 0.16 -0.47 2.37
H: 1.62 -1.85 -0.65
H: 0.02 -2.93 -1.03

Calculated values
- E_HOMO: -15.324 eV
- SMILES string: C[C@@H]1C[NH+]=C2CN21
- Charge: +1
- Multiplicity: 1
- Frontier orbital gap: 11.063 eV

---

4.
The following is a DFT calculation (ωB97M-V/def2-TZVPD) of an isolated molecule of C25H36N4O.

Element x y z (Å)
C: 2.73 3.04 -0.59
C: 2.26 1.67 -1.06
N: 0.82 1.54 -0.86
C: 0.09 1.91 0.21
O: 0.52 2.51 1.17
C: -1.40 1.51 0.12
C: -2.11 1.99 1.39
C: -3.58 1.61 1.35
C: -4.24 2.27 0.14
C: -3.55 1.79 -1.13
C: -2.07 2.18 -1.10
C: -3.69 0.27 -1.25
C: -3.03 -0.38 -0.04
N: -3.13 -1.83 -0.11
C: -3.83 -2.64 -0.92
N: -3.63 -3.89 -0.61
C: -2.78 -3.82 0.43
N: -2.45 -2.59 0.76
C: -3.73 0.09 1.24
C: -1.55 -0.01 0.01
C: 3.03 0.46 -0.45
C: 4.51 0.56 -0.82
C: 5.27 -0.66 -0.29
C: 5.13 -0.73 1.23
C: 3.65 -0.84 1.60
C: 3.08 -2.11 0.98
C: 3.22 -2.05 -0.53
C: 4.69 -1.94 -0.91
C: 2.46 -0.83 -1.06
C: 2.90 0.38 1.07
H: 3.76 3.21 -0.89
H: 2.64 3.14 0.49
H: 2.11 3.81 -1.05
H: 2.41 1.63 -2.14
H: 0.34 1.01 -1.58
H: -1.99 3.07 1.49
H: -1.62 1.53 2.26
H: -4.07 1.96 2.27
H: -4.16 3.36 0.22
H: -5.31 2.02 0.10
H: -4.02 2.26 -2.01
H: -1.97 3.26 -1.02
H: -1.59 1.86 -2.03
H: -3.22 -0.08 -2.17
H: -4.75 0.01 -1.29
H: -4.46 -2.30 -1.72
H: -2.40 -4.67 0.95
H: -3.26 -0.39 2.10
H: -4.78 -0.19 1.22
H: -1.07 -0.39 -0.89
H: -1.09 -0.50 0.87
H: 4.95 1.45 -0.38
H: 4.62 0.62 -1.90
H: 6.33 -0.57 -0.56
H: 5.56 0.17 1.68
H: 5.68 -1.59 1.62
H: 3.55 -0.88 2.69
H: 3.60 -2.99 1.37
H: 2.02 -2.21 1.25
H: 2.80 -2.96 -0.98
H: 5.24 -2.81 -0.54
H: 4.80 -1.90 -2.00
H: 1.41 -0.94 -0.79
H: 2.53 -0.79 -2.15
H: 1.84 0.31 1.35
H: 3.30 1.28 1.53

Calculated values
- E_HOMO: -9.297 eV
- SMILES string: C[C@H](NC(=O)[C@@]12C[C@H]3C[C@@H](C1)C[C@](n1cncn1)(C3)C2)[C@]12C[C@H]3C[C@H](C[C@H](C3)C1)C2
- Charge: 0
- Multiplicity: 1
- Frontier orbital gap: 9.750 eV

---

5.
The following is a DFT calculation (ωB97M-V/def2-TZVPD) of a structure of composition C5H9BrO2S at a distorted geometry.

Element x y z (Å)
C: -1.24 1.49 1.02
C: -1.52 2.06 -0.34
C: -1.26 0.58 -0.19
C: 2.25 -1.55 0.34
C: 0.75 -1.67 0.07
O: 1.19 0.84 -0.89
O: -0.17 -0.49 -2.38
S: 0.24 -0.21 -0.99
Br: -2.54 -0.89 -0.06
H: -0.37 1.44 1.63
H: -2.12 1.54 1.75
H: -2.49 2.50 -0.47
H: -0.88 2.70 -0.92
H: 2.61 -2.13 1.16
H: 2.79 -1.90 -0.50
H: 2.36 -0.43 0.45
H: 0.03 -1.39 0.85
H: 0.37 -2.49 -0.54

Calculated values
- E_HOMO: -10.125 eV
- Charge: 0
- Multiplicity: 1
- Frontier orbital gap: 10.750 eV

---

6.
The following is a DFT calculation (ωB97M-V/def2-TZVPD) of a cluster of 4 separate species, C24H58N2 in total at a distorted geometry.

Element x y z (Å)
C: -1.70 -0.19 -1.66
C: -1.49 0.51 -2.94
N: -0.19 0.07 -3.53
C: 0.02 0.53 -4.98
C: 0.28 2.02 -5.07
C: 1.01 0.40 -2.69
C: 2.14 -0.67 -3.04
H: -1.19 0.27 -0.87
H: -1.56 -1.22 -1.88
H: -2.78 -0.10 -1.29
H: -1.48 1.56 -2.75
H: -2.32 0.19 -3.40
H: -0.78 0.16 -5.51
H: 0.94 0.08 -5.41
H: -0.61 2.54 -4.95
H: 0.58 2.02 -6.26
H: 0.84 2.55 -4.51
H: 0.86 0.10 -1.71
H: 1.34 1.32 -2.80
H: 2.90 -0.74 -2.21
H: 2.79 -0.45 -3.97
H: 1.78 -1.69 -3.28
C: 2.31 1.15 1.28
C: 3.22 -0.09 0.88
N: 3.12 -1.14 1.98
C: 3.23 -2.54 1.55
C: 1.98 -3.08 0.83
C: 4.05 -0.69 3.04
C: 3.82 -1.25 4.40
H: 2.78 1.65 2.06
H: 1.44 0.82 1.37
H: 2.30 1.64 0.20
H: 4.38 0.07 0.72
H: 2.61 -0.53 -0.15
H: 3.62 -3.02 2.27
H: 4.11 -2.54 0.79
H: 1.09 -2.75 1.54
H: 1.93 -4.20 0.74
H: 2.00 -2.60 -0.05
H: 3.95 0.27 3.25
H: 5.04 -0.83 2.72
H: 3.35 -2.38 4.17
H: 2.77 -0.83 4.77
H: 4.59 -1.08 5.06
C: -0.03 5.13 -3.04
C: -1.12 4.66 -2.08
C: -0.53 3.94 -0.76
C: -1.70 3.47 0.08
C: -1.22 2.70 1.29
C: -2.23 2.48 2.28
H: 0.62 4.26 -3.04
H: 0.36 6.01 -2.59
H: -0.36 5.04 -3.92
H: -1.84 4.08 -2.84
H: -1.47 5.55 -1.73
H: 0.10 4.71 -0.38
H: 0.10 3.03 -0.89
H: -2.68 3.10 -0.41
H: -2.34 4.17 0.46
H: -0.35 3.05 1.80
H: -0.84 1.72 0.79
H: -3.12 2.02 1.78
H: -2.51 3.39 2.87
H: -2.03 1.77 3.09
C: -3.54 -5.05 0.09
C: -2.59 -4.29 1.03
C: -3.02 -2.86 1.08
C: -2.03 -2.00 1.85
C: -1.93 -2.24 3.47
C: -0.70 -1.44 4.07
H: -3.44 -4.37 -0.80
H: -4.62 -4.81 0.40
H: -3.50 -6.18 -0.01
H: -1.58 -4.36 0.63
H: -2.54 -4.81 1.98
H: -4.06 -2.60 1.39
H: -2.98 -2.38 0.26
H: -2.36 -0.86 1.62
H: -0.99 -2.07 1.37
H: -1.97 -3.26 3.57
H: -2.99 -2.09 3.92
H: 0.35 -1.88 3.77
H: -0.70 -1.53 5.09
H: -0.69 -0.46 3.74

Calculated values
- E_HOMO: -8.235 eV
- SMILES string: CCN(CC)CC.CCN(CC)CC.CCCCCC.CCCCCC
- Charge: 0
- Multiplicity: 1
- Frontier orbital gap: 9.176 eV

---

7.
The following is a DFT calculation (ωB97M-V/def2-TZVPD) of a structure of composition C17H25F3N9O2SbV.

Element x y z (Å)
V: 0.46 -0.69 -0.47
C: -0.06 -2.54 0.81
C: 1.23 -2.75 0.25
C: 2.07 -1.73 0.76
C: 1.31 -0.92 1.65
C: -0.01 -1.41 1.67
C: -1.14 -0.97 2.55
C: 1.88 0.21 2.46
C: 3.53 -1.59 0.48
C: 1.67 -3.88 -0.63
C: -1.26 -3.42 0.66
H: -1.35 -1.72 3.32
H: -2.07 -0.83 1.98
H: -0.93 -0.02 3.04
H: 2.72 -0.15 3.06
H: 1.13 0.62 3.13
H: 2.24 1.02 1.82
H: 3.86 -0.56 0.63
H: 3.78 -1.87 -0.54
H: 4.12 -2.23 1.15
H: 2.23 -4.61 -0.04
H: 2.31 -3.53 -1.44
H: 0.82 -4.37 -1.09
H: -1.37 -4.06 1.55
H: -1.18 -4.06 -0.22
H: -2.18 -2.84 0.56
N: -2.87 -0.17 -1.35
C: -2.24 -1.29 -1.89
N: -2.83 -2.16 -2.68
N: -1.86 -3.07 -2.94
N: -0.77 -2.75 -2.35
N: -0.98 -1.61 -1.64
C: -2.10 0.98 -1.16
N: -2.57 2.20 -1.33
N: -1.51 2.99 -1.06
N: -0.48 2.28 -0.78
N: -0.82 0.96 -0.81
H: -3.76 0.03 -1.78
F: 3.45 2.62 -1.88
C: 3.10 1.52 -2.54
F: 4.22 0.81 -2.77
F: 2.60 1.88 -3.72
C: 2.11 0.65 -1.75
O: 1.47 -0.25 -2.34
O: 1.99 0.82 -0.51
C: -0.42 3.85 4.43
Sb: -0.71 3.15 2.40
C: 1.00 4.20 1.66
C: -2.12 4.68 1.91
H: -0.28 4.94 4.42
H: 0.47 3.39 4.87
H: -1.28 3.60 5.05
H: 0.94 5.25 1.95
H: 1.02 4.10 0.58
H: 1.91 3.76 2.07
H: -1.84 5.60 2.42
H: -3.12 4.38 2.22
H: -2.12 4.82 0.84

Calculated values
- E_HOMO (spin up / spin down): -5.566 / -5.652 eV
- Charge: -1
- Multiplicity: 3
- Frontier orbital gap (spin up / spin down): 8.267 / 8.342 eV

---

Ordered molar mass results: 1212.142 268.300 97.141 408.590 213.096 374.742 617.146; unit g mol⁻¹.